1.
Here is C41H39ClN5O2PRuS as an isolated structure from OMol25. Energies are from wB97M-V/def2-TZVPD.

CARTESIAN COORDINATES (ANGSTROEM)
Ru -0.241187 0.111060 0.403577
N 1.649919 1.114925 -0.836229
C 2.812723 1.568840 -0.066063
C 3.103894 0.566943 1.060184
C 3.159577 1.191292 2.455168
C 1.852063 1.876854 2.858537
N 0.680473 1.040963 2.588755
H 1.911713 0.303169 -1.396882
H 1.346588 1.850465 -1.473762
H 2.569823 2.547536 0.352913
H 3.689286 1.686174 -0.718423
H 4.044603 0.043922 0.879049
H 2.290163 -0.175734 1.046086
H 3.962806 1.928575 2.503392
H 3.393280 0.405268 3.177315
H 1.732114 2.811691 2.307568
H 1.911655 2.131231 3.925001
H -0.156148 1.514935 2.922189
H 0.759810 0.168050 3.108621
N -3.608162 -1.449089 2.578811
C -4.712133 -0.664242 2.324346
C -6.002289 -1.201501 2.338074
C -7.085848 -0.411540 2.010839
C -6.907210 0.928749 1.681259
C -5.644986 1.490667 1.721133
C -4.555709 0.700344 2.044674
S -2.926079 1.348248 2.249633
N -2.017558 0.056486 1.664428
C -2.341730 -1.187812 2.101162
C -1.358532 -2.198943 2.042112
C -1.555098 -3.527699 2.502506
C -0.535469 -4.433919 2.415620
C 0.695732 -4.026173 1.879201
C 0.820500 -2.723312 1.438436
N -0.154427 -1.829873 1.492931
H -3.792303 -2.403347 2.852323
H -6.125178 -2.243447 2.596652
H -8.077249 -0.834575 1.999372
H -7.756696 1.536615 1.416004
H -5.496318 2.540391 1.523747
H -2.501092 -3.819914 2.934917
H -0.667093 -5.445435 2.766192
H 1.526087 -4.708705 1.805898
H 1.756441 -2.371836 1.022673
C -2.867679 1.786342 -6.267646
C -1.595856 2.127096 -5.832260
C -1.083958 1.558940 -4.679881
C -1.841047 0.642456 -3.955930
C -3.094113 0.263908 -4.425165
C -3.600512 0.832612 -5.580705
P -1.272527 0.160855 -2.296108
C -2.418053 -1.168773 -1.825662
C -3.427039 -0.927761 -0.894868
C -4.348358 -1.919315 -0.604611
C -4.259523 -3.163391 -1.208488
C -3.268139 -3.402831 -2.145750
C -2.368062 -2.405747 -2.470849
C -1.761307 1.719164 -1.375819
C -2.453852 2.781087 -1.948407
C -2.492174 3.991853 -1.280130
C -1.832733 4.146023 -0.070960
C -1.142310 3.082965 0.496727
C -1.080370 1.866103 -0.166660
H -3.291459 2.270395 -7.133934
H -1.013411 2.850916 -6.382620
H -0.102826 1.839173 -4.320519
H -3.685761 -0.451205 -3.870993
H -4.580949 0.544012 -5.930169
H -3.501974 0.047361 -0.429708
H -5.152763 -1.722909 0.086306
H -4.974963 -3.933807 -0.958917
H -3.214305 -4.362688 -2.639830
H -1.634080 -2.588349 -3.239836
H -2.962135 2.658898 -2.892636
H -3.029077 4.821967 -1.714824
H -1.855867 5.097546 0.439060
H -0.634478 3.228309 1.442095
Cl 4.007603 -6.390755 -4.458536
C 3.067660 -5.075915 -3.874026
C 2.148793 -4.457969 -4.714406
C 1.395853 -3.399430 -4.241661
C 1.550856 -2.965207 -2.926244
C 2.485749 -3.584271 -2.100128
C 3.244956 -4.637562 -2.566293
C 0.749893 -1.826948 -2.383129
O 0.098324 -1.132096 -3.224688
O 0.773066 -1.602654 -1.163734
H 2.037101 -4.803861 -5.731547
H 0.687623 -2.901986 -4.887278
H 2.607253 -3.218445 -1.091272
H 3.974951 -5.113241 -1.929166

Force components x, y, z for each atom (eV/Å):
Ru 1.0 2.5 -1.2
N -0.7 -0.7 0.1
C 0.1 -0.1 0.3
C 0.0 0.0 0.1
C -0.3 0.0 -0.2
C 0.5 0.2 0.0
N -0.7 -0.7 -0.5
H -0.2 0.2 0.0
H -0.1 -0.3 0.2
H 0.0 0.0 -0.1
H -0.2 0.1 0.2
H -0.1 -0.1 0.0
H 0.4 0.1 0.0
H 0.0 0.0 0.1
H 0.1 0.0 0.1
H -0.1 0.0 0.0
H -0.1 0.0 -0.2
H 0.1 -0.2 0.1
H -0.1 0.2 0.0
N 2.1 -0.8 0.3
C -1.5 1.4 -0.2
C 0.7 -0.1 0.0
C 0.0 0.4 -0.1
C -0.2 -0.3 0.1
C 0.3 -0.1 -0.1
C 0.2 -0.7 0.4
S -0.7 0.5 0.1
N 0.3 -3.7 0.4
C -2.1 4.1 -0.6
C 2.4 -2.7 -0.5
C -0.5 1.7 -0.3
C 1.3 -0.1 -0.4
C -0.9 -0.3 0.4
C 0.5 0.0 0.0
N -1.4 -0.4 0.6
H 0.0 0.2 0.0
H -0.1 -0.2 0.0
H -0.1 -0.1 0.0
H -0.1 0.1 0.0
H 0.0 0.1 -0.1
H 0.0 -0.1 0.0
H 0.0 -0.1 0.0
H 0.1 -0.1 0.0
H -0.1 0.0 -0.1
C 0.0 -0.1 0.0
C 0.0 0.1 0.0
C 0.0 -0.1 0.0
C 0.6 0.0 -0.1
C 0.1 -0.1 0.3
C -0.1 0.1 -0.1
P -0.6 0.4 2.6
C -0.3 0.2 -0.4
C 0.0 0.0 -0.2
C 0.0 -0.1 0.1
C 0.0 -0.1 0.0
C -0.1 -0.1 0.1
C 0.1 0.0 0.1
C -0.4 -0.4 -1.3
C -0.1 0.1 0.4
C -0.2 0.2 -0.1
C 0.0 0.0 0.2
C 0.3 0.1 -0.3
C 0.5 -0.5 -0.1
H 0.0 0.0 -0.2
H 0.0 0.1 0.0
H 0.1 0.1 0.0
H 0.0 0.0 0.0
H -0.1 0.0 0.0
H -0.1 0.0 -0.1
H -0.1 0.1 0.0
H -0.1 -0.1 0.0
H 0.0 0.0 0.0
H 0.0 0.0 0.0
H 0.0 0.0 -0.1
H 0.0 0.1 0.0
H 0.0 0.1 0.0
H 0.1 0.0 0.1
Cl 0.1 -0.2 -0.1
C -0.2 0.3 0.2
C 0.1 -0.1 0.0
C 0.0 0.1 0.3
C 0.1 -0.1 0.0
C -0.2 0.1 -0.2
C 0.1 -0.1 -0.1
C 0.0 0.1 -0.4
O 0.0 0.0 -0.3
O 0.5 -0.1 1.0
H 0.0 0.0 0.0
H -0.1 0.0 0.0
H 0.0 0.0 0.1
H 0.1 -0.1 0.0

Results
Total energy = -89917.477 eV
Molecular weight = 833.4 Da
Charge = +1
Expectation value of S² = 0.763
2S+1 = 2
Energy above the lowest of the compared OMol25 structures with the same formula, charge and spin = 53.40 kJ/mol
LUMO energy (spin up / spin down) = -0.14220 / -0.14213 Ha
Kohn-Sham gap (spin up / spin down) = 5.1301 / 5.0942 eV

=====

2.
Here is C41H39N4O3RuS4SbTe as an isolated structure from OMol25. Energies are from wB97M-V/def2-TZVPD.

CARTESIAN COORDINATES (ANGSTROEM)
Ru -2.926641 0.475924 0.187231
C 4.228856 5.341745 6.873149
O 4.784408 5.981662 5.745925
C 3.994830 6.068095 4.630753
C 4.582046 6.676729 3.518220
C 3.871042 6.800727 2.349493
C 2.551459 6.317078 2.246066
C 1.974078 5.719808 3.374681
C 2.690992 5.595644 4.554729
N 1.935495 6.446669 1.020141
N 0.673801 6.042111 0.972411
C 0.367669 4.773216 0.733123
C 1.318774 3.734162 0.582878
C 0.949385 2.421535 0.387635
C -0.402414 2.027773 0.319785
O -0.786942 0.818293 0.164627
C -1.390268 3.077209 0.440367
N -2.682466 2.675889 0.362371
C -3.648281 3.561992 0.497279
C -3.376998 4.921851 0.699785
C -2.076587 5.348488 0.767857
C -1.034363 4.414382 0.638667
H 4.998148 5.359373 7.641742
H 3.960188 4.304563 6.652352
H 3.341548 5.869305 7.236677
H 5.599130 7.038274 3.600160
H 4.309130 7.265912 1.475678
H 0.962039 5.342334 3.323503
H 2.217079 5.119652 5.402109
H 2.366863 3.999022 0.641974
H 1.700137 1.646701 0.293342
H -4.658883 3.176754 0.474887
H -4.207031 5.602999 0.823610
H -1.825190 6.388454 0.930202
S -5.677855 2.809980 3.305398
Sb -5.237702 0.666387 2.674606
S -5.227349 0.588454 0.267903
S -2.856821 0.311272 2.485771
S -6.296136 -1.053533 3.692238
C 5.855040 -4.619488 -0.325049
C 4.416874 -4.179901 -0.381760
C 3.490828 -4.855078 -1.163269
C 2.162548 -4.450018 -1.240203
C 1.221200 -5.244829 -2.097904
C 1.734587 -3.319304 -0.523934
Te -0.302621 -2.665491 -0.582733
N -2.879029 -0.966220 -0.866970
C -3.813807 -1.829202 -1.353922
O -4.186988 -1.794309 -2.524648
C -4.345801 -2.894112 -0.422870
C -4.189056 -2.842182 0.957552
C -4.726852 -3.839998 1.758472
C -5.400416 -4.905974 1.185606
C -5.555872 -4.967179 -0.193916
C -5.042183 -3.959587 -0.991228
C -0.326264 -2.222693 -2.661002
C -1.183422 -2.896280 -3.536217
C -2.099866 -4.023926 -3.144920
C -1.213879 -2.514211 -4.879527
C -0.426411 -1.492836 -5.370277
C -0.508978 -1.064521 -6.809460
C 0.424273 -0.839252 -4.485220
C 0.482542 -1.177344 -3.141564
C 1.398583 -0.400988 -2.241768
C 2.661195 -2.625824 0.270700
C 2.342202 -1.386789 1.067292
C 3.980111 -3.076164 0.330747
H 5.974046 -5.627829 -0.723661
H 6.231968 -4.613503 0.699401
H 6.495005 -3.954755 -0.910906
H 3.805980 -5.729458 -1.725474
H 1.700385 -6.159818 -2.450999
H 0.898141 -4.667576 -2.965597
H 0.317271 -5.505907 -1.545247
H -3.675232 -2.011933 1.416908
H -4.640394 -3.754123 2.833767
H -5.822376 -5.681839 1.814434
H -6.092630 -5.794856 -0.644067
H -5.174873 -3.967384 -2.065282
H -2.077443 -4.234479 -2.079290
H -1.822286 -4.937402 -3.680331
H -3.125693 -3.767297 -3.408774
H -1.898968 -3.028684 -5.546777
H -1.083275 -1.779105 -7.400218
H 0.483644 -0.973383 -7.255883
H -0.997631 -0.091369 -6.897976
H 1.045917 -0.025155 -4.845972
H 1.859712 0.423718 -2.787597
H 2.193514 -1.037063 -1.844446
H 0.843805 -0.000149 -1.392299
H 1.301472 -1.078117 0.997447
H 2.956028 -0.553795 0.714066
H 2.584856 -1.541132 2.120835
H 4.685325 -2.530777 0.952629

Force components x, y, z for each atom (eV/Å):
Ru 0.1 0.0 -0.3
C 0.0 0.0 0.0
O 0.0 0.0 0.0
C 0.1 0.0 0.0
C 0.0 0.0 0.0
C 0.0 0.0 0.0
C 0.0 0.1 -0.1
C 0.0 0.0 0.0
C 0.0 0.0 0.1
N 0.0 -0.1 0.2
N 0.1 0.0 -0.1
C -0.1 0.0 -0.1
C 0.1 0.0 0.0
C 0.0 -0.1 0.0
C 0.0 -0.1 0.0
O 0.0 0.0 0.0
C 0.0 0.1 0.0
N -0.1 0.0 0.0
C 0.0 0.0 0.0
C 0.0 0.0 0.0
C 0.0 -0.1 0.0
C -0.1 -0.1 0.0
H 0.0 0.0 0.0
H 0.0 0.0 0.0
H 0.0 0.0 0.0
H 0.0 0.0 0.0
H 0.0 0.0 0.0
H 0.0 0.0 0.0
H 0.0 0.0 0.0
H 0.0 0.0 0.0
H 0.0 0.0 0.0
H 0.0 0.0 0.0
H 0.0 0.0 0.0
H 0.0 0.0 0.0
S 0.0 0.0 0.0
Sb 0.0 0.1 0.1
S 0.1 0.0 -0.2
S 0.1 -0.1 0.0
S 0.0 0.0 0.1
C 0.0 0.0 0.0
C 0.0 0.0 0.0
C 0.0 0.0 0.0
C 0.0 0.0 0.0
C -0.1 -0.1 0.0
C 0.1 0.0 0.0
Te 0.0 0.0 0.0
N -0.1 0.2 0.4
C -0.2 0.1 -0.1
O 0.1 -0.1 0.2
C 0.0 0.0 0.0
C 0.0 -0.1 -0.1
C 0.0 0.0 0.0
C 0.0 0.0 0.0
C 0.0 0.0 0.0
C 0.0 0.0 0.0
C -0.1 0.0 0.0
C 0.0 0.0 0.0
C 0.0 -0.1 0.0
C 0.0 0.0 0.0
C 0.0 0.0 0.0
C 0.0 0.0 -0.1
C 0.0 0.0 0.0
C 0.0 0.0 0.0
C 0.1 0.0 0.0
C 0.0 -0.1 0.0
C 0.0 0.1 0.1
C 0.0 0.0 0.0
H 0.0 0.0 0.0
H 0.0 0.0 0.0
H 0.0 0.0 0.0
H 0.0 0.0 0.0
H 0.0 0.0 0.0
H 0.0 0.0 0.0
H 0.0 0.0 0.0
H 0.1 0.0 0.0
H 0.0 0.0 0.0
H 0.0 0.0 0.0
H 0.0 0.0 0.0
H 0.0 0.0 0.0
H 0.0 0.0 0.0
H 0.0 0.0 0.0
H 0.0 0.0 0.0
H 0.0 0.0 0.0
H 0.0 0.0 0.0
H 0.0 0.0 0.0
H 0.0 0.0 0.0
H 0.0 0.0 0.0
H 0.0 0.0 0.0
H 0.0 0.0 0.0
H 0.0 0.0 0.0
H 0.0 0.0 0.0
H 0.0 0.0 0.0
H 0.0 0.0 0.0
H 0.0 0.0 0.0

Results
Total energy = -115009.442 eV
Molecular weight = 1114.5 Da
Charge = -2
Expectation value of S² = 6.091
2S+1 = 5
LUMO energy (spin up / spin down) = 0.12893 / 0.11762 Ha
Kohn-Sham gap (spin up / spin down) = 5.8138 / 5.7909 eV

=====

3.
Here is C41H40As2N3O9RbS as an isolated structure from OMol25. Energies are from wB97M-V/def2-TZVPD.

CARTESIAN COORDINATES (ANGSTROEM)
Rb 1.338325 -0.111556 -0.496279
C 0.757057 3.429789 -1.454037
C 2.073264 3.648674 -0.765747
C 2.372694 4.856721 -0.135027
C 3.611734 5.006470 0.458261
C 4.521565 3.960659 0.402668
C 4.140978 2.786998 -0.231599
N 2.938723 2.633595 -0.791650
C 5.066496 1.623943 -0.348710
C 6.431984 1.813836 -0.528124
C 7.240030 0.702145 -0.691123
C 6.665183 -0.555320 -0.661693
C 5.290574 -0.656072 -0.464675
N 4.510488 0.413015 -0.312503
C 4.630011 -1.992620 -0.427585
C 5.234952 -3.057022 0.225238
C 4.579013 -4.279138 0.242364
C 3.366339 -4.399576 -0.406313
C 2.832556 -3.286520 -1.055585
C 1.529710 -3.375940 -1.796984
N 3.450596 -2.102122 -1.046551
H 0.331390 4.369946 -1.801619
H 0.043084 2.978163 -0.762797
H 0.889555 2.755186 -2.298405
H 1.640094 5.655776 -0.121881
H 3.873121 5.932939 0.954719
H 5.499562 4.049570 0.856590
H 6.848327 2.811543 -0.571707
H 8.303586 0.816246 -0.859610
H 7.262862 -1.443635 -0.817267
H 6.181916 -2.922788 0.730834
H 5.010997 -5.124896 0.762658
H 2.813779 -5.330238 -0.407450
H 1.175900 -4.402618 -1.815171
H 1.646158 -2.992665 -2.812307
H 0.765286 -2.781340 -1.293200
C 0.399536 10.100788 0.081293
C 0.124883 8.628628 0.252785
O 0.568593 7.770295 -0.460293
S -0.940869 8.285982 1.653087
C -1.112898 6.529803 1.484101
C -0.186931 5.683169 2.076139
C -0.318307 4.313403 1.927024
C -1.387528 3.779151 1.205667
C -2.317847 4.640438 0.619165
C -2.176910 6.011446 0.754184
C -1.515170 2.356801 1.065364
C -1.590474 1.159789 0.931159
H 0.028058 10.416279 -0.893220
H 1.477994 10.257162 0.094696
H -0.072808 10.695078 0.860538
H 0.641524 6.097790 2.636414
H 0.409506 3.643341 2.366194
H -3.139500 4.220681 0.053924
H -2.887010 6.685453 0.293923
C -1.599897 -1.191419 -4.194906
O -2.342326 -1.448074 -2.999886
C -1.747094 -1.121040 -1.862070
O -0.612661 -0.657673 -1.867904
C -2.576934 -1.199344 -0.643392
C -3.808247 -1.765393 -0.579762
As -4.084176 -3.408562 -1.570250
C -5.893732 -3.980776 -1.056940
C -2.913562 -4.355315 -0.185498
C -1.743337 -3.903547 0.161045
As -1.444859 -0.758768 0.895615
C -2.560765 -1.045443 2.468778
C -0.663820 -4.493594 0.871510
O 0.150139 -5.293661 0.423765
O -0.545674 -3.994481 2.143782
C 0.494464 -4.523734 2.966550
C -3.546773 -5.604670 0.341408
O -4.283654 -5.632209 1.292845
O -3.283120 -6.758826 -0.310303
C -2.351193 -6.749318 -1.404833
C -4.729739 -1.326906 0.505325
O -5.000140 -0.169522 0.717385
O -5.250707 -2.339718 1.199237
C -6.134942 -1.994632 2.267363
H -2.283437 -1.395200 -5.011868
H -0.732376 -1.846401 -4.257263
H -1.265835 -0.156316 -4.223834
H -6.557082 -3.115855 -1.055382
H -5.921249 -4.457703 -0.080840
H -6.241165 -4.675333 -1.820030
H -1.922938 -0.874324 3.333878
H -2.889163 -2.085774 2.482874
H -3.404273 -0.366963 2.497453
H 1.102184 -3.694183 3.326537
H 1.112531 -5.216957 2.403979
H 0.042699 -5.036543 3.814411
H -2.330056 -7.770729 -1.774703
H -1.359397 -6.450300 -1.072483
H -2.681596 -6.083969 -2.201939
H -6.230751 -2.891250 2.871095
H -7.106938 -1.697763 1.873521
H -5.730142 -1.174453 2.855848

Force components x, y, z for each atom (eV/Å):
Rb 1.8 0.7 0.5
C 0.1 0.0 0.1
C 0.1 0.0 0.0
C -0.1 0.0 0.0
C 0.0 0.0 0.0
C 0.0 0.0 0.0
C -0.1 0.0 0.0
N -0.2 0.0 0.0
C 0.0 0.0 0.0
C 0.1 0.0 0.0
C 0.0 0.0 0.0
C 0.0 0.0 0.0
C 0.0 0.1 0.0
N -0.1 -0.1 0.0
C 0.0 -0.1 0.0
C 0.0 0.0 0.0
C 0.0 0.0 0.0
C -0.1 -0.1 0.0
C 0.0 -0.1 0.0
C 0.1 0.0 0.1
N 0.0 -0.1 0.0
H 0.0 0.0 0.0
H 0.0 0.0 -0.1
H 0.0 0.0 0.0
H 0.1 0.0 -0.1
H 0.0 0.0 0.0
H 0.0 0.0 0.0
H 0.0 0.0 0.0
H 0.0 0.0 0.0
H 0.0 0.0 0.0
H 0.0 0.0 0.0
H 0.0 0.0 0.0
H 0.0 0.0 0.0
H -0.1 0.0 0.0
H 0.0 0.0 0.0
H -0.1 -0.1 0.0
C 0.0 0.0 0.0
C -0.1 0.0 0.1
O 0.0 0.0 0.0
S 0.0 0.0 -0.1
C 0.0 0.1 0.0
C 0.0 -0.1 0.0
C 0.0 0.0 0.1
C -0.1 0.0 0.1
C 0.0 0.0 0.0
C 0.0 -0.1 0.0
C 0.1 0.3 0.0
C 0.0 -0.2 0.0
H 0.0 0.0 0.0
H 0.0 0.0 0.0
H 0.0 0.0 0.0
H 0.0 0.0 0.0
H 0.0 0.0 0.0
H 0.0 0.0 0.0
H 0.0 0.0 0.0
C 0.0 -0.1 0.0
O -0.2 0.1 -0.1
C 0.0 -0.2 -0.2
O -0.9 -0.2 -0.4
C -0.1 -0.3 -0.1
C 0.2 0.2 0.1
As 0.1 -0.1 0.0
C 0.0 0.1 0.1
C -0.4 -0.1 0.1
C 0.4 0.5 -0.4
As -0.6 0.1 0.3
C 0.0 -0.3 0.0
C -0.1 -0.2 0.2
O 0.1 0.1 -0.1
O 0.0 0.1 0.1
C -0.1 0.0 -0.1
C 0.1 0.0 0.0
O 0.0 0.0 0.0
O 0.1 0.0 -0.1
C 0.0 0.0 0.1
C -0.1 -0.1 0.2
O 0.0 0.1 -0.1
O 0.1 -0.1 0.1
C -0.1 0.0 0.0
H 0.0 0.0 0.0
H 0.0 0.0 0.0
H 0.0 0.0 0.0
H 0.0 0.0 0.0
H 0.0 0.0 0.0
H 0.0 0.0 0.0
H 0.1 0.0 0.0
H 0.0 0.0 0.0
H 0.0 0.1 0.0
H 0.0 0.0 0.0
H 0.0 0.0 0.0
H 0.0 0.0 0.0
H 0.0 0.0 0.0
H 0.0 0.0 0.1
H 0.0 0.0 0.0
H 0.0 0.0 0.0
H 0.0 0.0 0.0
H 0.0 0.0 0.0

Results
Total energy = -199228.772 eV
Molecular weight = 986.2 Da
Energy above the lowest of the compared OMol25 structures with the same formula, charge and spin = 160.54 kJ/mol
LUMO energy = -0.00238 Ha
Kohn-Sham gap = 6.5069 eV